# C33H87N9O13

A cluster of 8 separate species, C33H87N9O13 in total (ωB97M-V/def2-TZVPD, the Open Molecules 2025 dataset).

Results
Structure (SMILES): COCCNCCOC.COCCNCCOC.COCCNCCOC.COCCNCCOC.COCCNCCOC.NC(N)=O.NC(N)=O.CO
Relative energy (zero: lowest compared OMol25 entry of this formula, charge and spin), kcal per mole: 23.8
Gap between HOMO and LUMO, eV: 8.519
Calculated total energy, Ha: -2780.235881
2S+1: 1

Each line ends with the Mulliken charge.
Positions of all 142 atoms, in Å:
C  1.64003  -4.17655  0.88127  -1.220
O  0.86871  -3.12471  1.41755  0.366
C  -0.39087  -3.04810  0.79917  -0.411
C  -0.91921  -1.65265  0.86187  -0.281
N  -0.33312  -0.86161  -0.21655  0.200
C  -0.16387  0.54403  0.04612  -0.452
C  -0.01365  1.42693  -1.17244  -0.296
O  1.23009  1.18869  -1.77501  -0.203
C  1.38257  1.80342  -3.02673  -0.914
H  1.96910  -3.93504  -0.13548  0.349
H  1.18766  -5.16691  0.99592  0.389
H  2.55944  -4.18931  1.47498  0.208
H  -1.07013  -3.77791  1.25703  -0.061
H  -0.36932  -3.37948  -0.25259  0.299
H  -0.70043  -1.22350  1.85169  0.122
H  -2.00732  -1.63964  0.74609  0.398
H  0.54682  -1.25442  -0.53650  -0.172
H  0.64419  0.83189  0.73783  -0.182
H  -1.09544  0.91377  0.49989  0.549
H  0.01961  2.44837  -0.74972  -0.092
H  -0.91318  1.44640  -1.78354  0.486
H  0.70864  1.40990  -3.79421  0.366
H  2.39890  1.65602  -3.41164  0.196
H  1.33626  2.89865  -2.96165  0.383
C  2.57355  -1.53908  4.36804  -0.328
O  3.04798  -0.30141  3.90246  -0.424
C  2.71189  0.00423  2.55682  -0.212
C  3.50704  -0.82076  1.55920  0.333
N  4.80370  -0.30275  1.22003  -0.299
C  5.71041  -0.14540  2.34720  -0.570
C  7.04037  0.33693  1.90484  -0.595
O  6.99436  1.73971  1.79609  -0.284
C  8.17288  2.29801  1.26783  -0.775
H  2.56705  -2.32822  3.60919  0.121
H  1.49228  -1.53171  4.64871  0.007
H  3.08472  -1.76000  5.30156  0.344
H  2.99019  1.04596  2.38808  0.361
H  1.63560  -0.13004  2.42061  -0.039
H  2.88246  -1.03460  0.68386  -0.333
H  3.60521  -1.85515  1.94978  0.190
H  5.22688  -0.85620  0.48857  0.315
H  5.73150  -1.09339  2.91817  0.374
H  5.27969  0.56344  3.05675  0.290
H  7.30028  -0.11044  0.92598  0.265
H  7.89480  0.03285  2.52746  0.430
H  8.41132  1.92529  0.26624  0.316
H  9.01130  2.20144  1.96409  0.295
H  7.93776  3.36018  1.15686  0.232
C  -3.56158  4.31168  -0.68815  -0.782
O  -2.26108  4.22338  -1.17877  -0.229
C  -1.42367  5.31623  -0.82577  -0.393
C  -1.53861  6.38008  -1.91974  -0.668
N  -0.69732  7.53856  -1.62150  -0.324
C  -0.76197  8.50607  -2.73408  -0.555
C  -0.00855  9.75940  -2.41120  -0.760
O  1.38228  9.46297  -2.43552  -0.199
C  2.15772  10.49797  -1.84776  -0.791
H  -4.21459  3.62523  -1.24285  0.241
H  -4.00319  5.31018  -0.71422  0.331
H  -3.67704  3.87350  0.32089  0.291
H  -0.40270  4.94325  -0.93683  0.287
H  -1.69079  5.74561  0.13806  0.310
H  -2.55678  6.79662  -1.90450  0.292
H  -1.45051  5.88156  -2.89512  0.291
H  0.26678  7.24662  -1.48762  0.296
H  -1.80372  8.68908  -3.00122  0.476
H  -0.34259  8.02054  -3.63377  0.305
H  -0.33304  10.14954  -1.43911  0.381
H  -0.16984  10.53543  -3.17383  0.377
H  2.09622  11.43407  -2.41744  0.310
H  3.19822  10.18904  -1.94209  0.201
H  1.83447  10.62129  -0.81342  0.329
C  -7.29625  -0.61352  6.11931  -0.781
O  -5.96631  -0.38368  5.76002  -0.285
C  -5.09434  -0.34754  6.83821  -0.649
C  -3.66467  -0.50721  6.30281  -0.589
N  -3.54967  -1.82681  5.69193  -0.344
C  -2.26267  -2.05370  5.03878  -0.744
C  -2.05371  -3.51014  4.66461  -0.641
O  -2.60767  -3.70854  3.39543  -0.260
C  -2.65992  -5.04149  3.00357  -0.944
H  -7.89607  -0.71871  5.21662  0.254
H  -7.69432  0.15748  6.78402  0.300
H  -7.40653  -1.59266  6.61570  0.326
H  -5.30814  -1.10982  7.59288  0.386
H  -5.08625  0.63384  7.34370  0.390
H  -3.00241  -0.48083  7.16734  0.389
H  -3.51176  0.29025  5.56666  0.315
H  -4.29194  -1.91275  5.00492  0.272
H  -1.49305  -1.74244  5.75588  0.483
H  -2.07549  -1.44438  4.13934  0.356
H  -2.53984  -4.15296  5.41168  0.395
H  -0.98702  -3.77565  4.73140  0.382
H  -1.63792  -5.44476  3.03541  0.354
H  -3.02769  -5.13704  1.98091  0.261
H  -3.32486  -5.67196  3.60782  0.327
C  -4.70479  -0.59171  -4.05132  -0.583
O  -5.51456  -1.46054  -4.78071  -0.383
C  -6.00084  -2.56922  -4.06591  -0.734
C  -4.92146  -3.42422  -3.43413  -0.421
N  -4.03281  -3.95255  -4.51666  -0.389
C  -2.65104  -4.22643  -4.13394  -0.181
C  -2.58311  -5.67963  -3.69593  -0.606
O  -1.32685  -6.33098  -3.79473  -0.436
C  -0.28167  -5.93867  -2.91714  -0.386
H  -4.54537  0.30101  -4.65864  0.270
H  -3.71503  -1.00720  -3.81359  0.154
H  -5.16756  -0.25430  -3.11527  0.329
H  -6.57908  -3.11636  -4.80899  0.350
H  -6.67130  -2.25052  -3.25188  0.399
H  -5.40186  -4.29160  -2.98057  0.359
H  -4.33577  -2.81764  -2.73368  0.232
H  -4.14514  -3.29297  -5.27637  0.303
H  -2.26531  -3.48320  -3.41929  0.127
H  -1.99413  -4.13465  -5.00757  0.377
H  -3.18629  -6.21703  -4.42581  0.292
H  -2.99945  -5.86498  -2.69532  0.303
H  0.51357  -6.66698  -3.03935  0.266
H  -0.69885  -6.00164  -1.89798  0.256
H  0.05780  -4.91138  -3.07616  0.119
C  2.94325  5.57623  -3.80551  0.607
O  2.04734  5.01537  -4.38656  -0.604
N  2.88048  6.89480  -3.38724  -0.227
N  4.16760  4.95841  -3.56613  -0.464
H  2.13343  7.45448  -3.75073  0.149
H  3.70263  7.26404  -2.95137  0.119
H  4.76848  5.34330  -2.85591  0.191
H  4.19968  3.95685  -3.62486  0.261
C  4.29819  -6.70975  0.89232  0.626
O  5.12937  -6.84731  1.76613  -0.612
N  3.17815  -7.53327  0.78761  -0.367
N  4.50013  -5.93045  -0.23856  -0.380
H  2.51344  -7.40352  0.04557  0.166
H  3.23835  -8.47951  1.11458  0.208
H  5.38860  -5.47602  -0.35218  0.211
H  4.10945  -6.24315  -1.10907  0.173
C  1.59674  -2.14773  -3.20263  -0.584
O  2.01973  -1.57577  -1.99631  -0.358
H  2.21953  -3.03903  -3.37765  0.264
H  0.57984  -2.55384  -3.20329  -0.033
H  1.77052  -1.53279  -4.08837  0.392
H  2.03773  -0.60805  -2.06401  0.227